No. 1
A 2-piece molecular cluster, C3H9NO2S overall in a non-equilibrium geometry. Source: the OMol25 dataset; level of theory: ωB97M-V/def2-TZVPD.

Geometry (Å):
C (0.2129, 0.5661, -1.3391)
N (0.2259, 0.0844, -0.0171)
C (-0.1670, 1.0889, 0.9576)
C (0.3253, -1.2729, 0.2626)
O (-0.3789, -1.9947, -0.6622)
H (0.1512, 1.6291, -1.3500)
H (1.1121, 0.1947, -1.8337)
H (-0.6202, 0.1168, -1.9128)
H (-1.2719, 1.2304, 1.0212)
H (0.3056, 0.6734, 1.8882)
H (0.2516, 2.0673, 0.6770)
H (1.3754, -1.7147, 0.3995)
H (-0.0721, -1.3524, 1.2047)
H (-1.2850, -1.9739, -0.4866)
O (-3.0546, -1.1220, 0.3208)
S (-3.0678, 0.1937, 0.9058)

Forces on the atoms, in the same order (eV/Å):
C -0.023 -1.891 -1.523
N 0.029 3.329 0.689
C 1.256 -1.597 0.462
C 1.612 -0.325 -0.214
O 2.071 -1.812 -1.488
H 0.089 0.715 -0.191
H 0.200 0.381 -0.426
H 0.102 0.493 -0.030
H 0.685 0.069 0.326
H -0.964 1.156 -0.176
H 0.076 -0.361 0.346
H -0.967 0.600 -0.981
H -1.118 -0.659 2.666
H -2.308 0.194 0.554
O 0.167 -2.576 -1.167
S -0.908 2.285 1.154

## Properties
E_tot ... -722.98864 a.u.
Energy relative to the best compared isomer or geometry (same formula, charge and spin) ... 471.8 kJ/mol
Kohn-Sham gap (alpha / beta) ... 0.2375 / 0.2371 Eh


No. 2
A 2-piece molecular cluster, C3H9NO2S overall in a non-equilibrium geometry. Source: the OMol25 dataset; level of theory: ωB97M-V/def2-TZVPD.

Geometry (Å):
C (-0.8119, 1.7682, -0.8667)
C (0.9541, -1.9087, 0.2089)
C (-0.3860, 0.3151, -0.8443)
N (-1.3332, -0.4731, 1.6971)
O (2.0755, -0.0153, -1.2798)
O (1.4004, 0.7130, 0.9241)
S (1.1805, -0.1549, -0.2044)
H (-0.3433, 2.2231, -0.0074)
H (-1.8466, 1.7349, -0.7672)
H (-0.4954, 2.1599, -1.8444)
H (1.4496, -1.8489, 1.2436)
H (-0.0967, -1.8455, 0.2763)
H (1.4571, -2.6421, -0.5169)
H (-0.8404, -0.3093, -1.5920)
H (-1.8934, 0.3803, 1.4945)
H (-0.4705, -0.0965, 2.0787)

Forces on the atoms, in the same order (eV/Å):
C 2.335 -1.805 -0.074
C 2.837 1.105 0.882
C -0.388 0.378 0.491
N -0.678 0.538 -0.838
O 2.052 -0.105 -2.101
O 0.038 -0.657 0.807
S -1.680 0.526 -0.035
H 0.078 0.710 -0.050
H -1.949 0.470 -0.020
H -0.184 0.401 0.413
H -0.876 -0.916 -1.356
H -1.246 -1.194 0.347
H -0.944 1.403 1.105
H 0.012 -0.570 -0.049
H 0.291 -0.549 0.286
H 0.302 0.265 0.191

## Properties
E_tot ... -722.94676 a.u.
Energy relative to the best compared isomer or geometry (same formula, charge and spin) ... 581.8 kJ/mol
Kohn-Sham gap (alpha / beta) ... 0.3062 / 0.3762 Eh


No. 3
A 2-piece molecular cluster, C3H9NO2S2 overall in a non-equilibrium geometry. Source: the OMol25 dataset; level of theory: ωB97M-V/def2-TZVPD.

Geometry (Å):
N (-1.9022, 1.0571, -0.5882)
C (-0.6407, 1.0381, -1.1826)
O (-0.2321, 1.7100, -2.0931)
C (0.2723, 0.0921, -0.6366)
C (1.5427, 0.7108, -0.0174)
S (3.1010, -0.1798, -0.1482)
S (2.6702, -2.1349, -0.2898)
H (-1.9163, 0.7805, 0.4236)
H (-2.5674, 1.7605, -0.8419)
H (-0.2863, -0.4876, 0.3150)
H (0.4164, -0.6451, -1.5010)
H (1.4564, 1.1608, 0.9745)
H (1.7114, 1.5834, -0.5287)
H (3.2266, -2.9108, -1.2551)
O (-2.1841, -0.9822, 2.1088)
H (-2.8878, -1.6196, 2.2546)
H (-1.7800, -0.9332, 3.0061)

Forces on the atoms, in the same order (eV/Å):
N 0.878 -0.346 1.117
C -1.634 1.573 0.423
O -0.839 1.123 -1.126
C 0.094 -4.646 4.072
C -0.959 -0.953 -0.268
S 1.377 0.609 -0.379
S -1.214 -1.993 1.597
H -0.173 0.139 -1.646
H 0.000 0.351 -0.270
H 1.486 0.935 -2.786
H 0.398 0.774 1.545
H -0.462 -1.099 0.471
H 0.750 2.049 -1.999
H 0.252 1.380 -0.715
O 0.494 0.104 1.247
H -0.210 -0.099 -0.277
H -0.238 0.102 -1.007

## Properties
E_tot ... -1121.27773 a.u.
Energy relative to the best compared isomer or geometry (same formula, charge and spin) ... 177.8 kJ/mol
Kohn-Sham gap ... 0.3171 Eh